C31H42CrN5O3S | ωB97M-V with the def2-TZVPD basis set

Geometry as XYZ:
```
83
C31H42CrN5O3S ωB97M-V with the def2-TZVPD basis set
Cr 0.0129 -0.3054 0.4225
N -2.0638 -0.3762 0.6512
C -2.4929 0.0138 1.9993
C -1.6737 -0.7477 3.0292
N -0.2520 -0.5678 2.7191
C 0.5426 0.3379 3.5340
C 0.9396 1.4751 2.6150
N 1.6040 0.8770 1.4553
H -2.3262 0.4071 -0.0023
H -2.5399 -1.2154 0.3466
H -3.5605 -0.1622 2.1567
H -2.3031 1.0834 2.1079
H -1.9102 -1.8127 2.9660
H -1.9239 -0.4023 4.0363
H 0.1831 -1.4817 2.7609
H 1.4362 -0.1918 3.8773
H 0.0186 0.7115 4.4172
H 1.5299 2.2157 3.1684
H 0.0374 1.9534 2.2358
H 2.5334 0.5461 1.6861
H 1.6779 1.5437 0.6962
C 2.5915 -2.5311 2.4236
C 1.3279 -3.3382 2.4282
C 1.1177 -4.2498 3.4601
C -0.0331 -5.0126 3.5255
C -0.9822 -4.8946 2.5261
C -0.7954 -4.0175 1.4648
C -1.7806 -4.0169 0.3280
C 0.3485 -3.1982 1.4162
N 0.4470 -2.2459 0.3618
C 1.2254 -2.5569 -0.7587
C 1.3966 -4.0107 -1.1666
C 1.1932 -1.5042 -1.8027
C 1.3215 -1.8894 -3.2616
N 0.4011 -0.4053 -1.4526
C 0.2026 0.6577 -2.3857
C -0.9761 0.6458 -3.1475
C -1.9267 -0.5161 -3.0534
C -1.2489 1.6948 -4.0141
C -0.3637 2.7474 -4.1500
C 0.8136 2.7476 -3.4235
C 1.1150 1.7212 -2.5360
C 2.4043 1.7654 -1.7716
H 3.0109 -2.4726 3.4303
H 2.4206 -1.5304 2.0326
H 3.3387 -2.9923 1.7772
H 1.8805 -4.3648 4.2220
H -0.1835 -5.7089 4.3407
H -1.8742 -5.5096 2.5555
H -2.6088 -4.6929 0.5369
H -1.2917 -4.3484 -0.5898
H -2.1752 -3.0234 0.1329
H 1.3315 -4.6563 -0.2912
H 2.3622 -4.1678 -1.6359
H 0.6157 -4.3040 -1.8744
H 2.1752 -2.5440 -3.4041
H 1.4608 -0.9959 -3.8690
H 0.4186 -2.4052 -3.6018
H -2.0236 -0.8518 -2.0220
H -1.5567 -1.3568 -3.6454
H -2.9089 -0.2402 -3.4353
H -2.1646 1.6827 -4.5936
H -0.5879 3.5686 -4.8198
H 1.5180 3.5636 -3.5400
H 2.7801 2.7883 -1.7069
H 3.1648 1.1567 -2.2619
H 2.2686 1.3587 -0.7734
S 2.9065 -1.5941 -0.9267
O -2.3764 4.3302 -2.1514
C -1.4672 4.8116 -1.2741
C -1.1704 6.1735 -1.2398
C -0.2229 6.6756 -0.3670
C 0.4665 5.8170 0.4753
C 0.1750 4.4651 0.4452
C -0.7970 3.9405 -0.4013
C -1.1346 2.4785 -0.2981
O -2.2344 2.0796 -0.7152
O -0.2428 1.7519 0.2680
H -2.7397 5.0612 -2.6599
H -1.6999 6.8439 -1.9093
H -0.0247 7.7394 -0.3429
H 1.2192 6.2005 1.1513
H 0.7030 3.7781 1.0926
```

Multiplicity: 2
Orbital gap (spin up / spin down), hartree: 0.2792 / 0.2872
<S²>: 0.76
M, Da: 616.8
E_LUMO (spin up / spin down), eV: 0.41 / 0.44
E_HOMO (spin up / spin down), eV: -7.186 / -7.374